(1)
A molecular structure, C32H89IN8O10V at a distorted geometry. Source: the OMol25 dataset; level of theory: ωB97M-V/def2-TZVPD.

Positions of all 141 atoms, in Å:
1 O -0.835 2.432 -5.889
2 V -1.393 1.191 -5.014
3 I -0.224 0.159 -0.581
4 O -2.227 -0.358 -3.859
5 H -2.054 -0.230 -2.906
6 C 5.721 4.761 3.117
7 C 4.312 4.831 2.494
8 C 3.358 3.934 3.267
9 O 3.374 2.584 2.830
10 C 2.727 1.629 3.637
11 N 3.779 6.214 2.585
12 H 6.137 3.770 2.938
13 H 5.797 4.902 4.195
14 H 6.414 5.424 2.599
15 H 4.258 4.378 1.504
16 H 2.332 4.302 3.273
17 H 3.610 3.997 4.325
18 H 3.408 1.366 4.447
19 H 2.454 0.685 3.166
20 H 1.757 2.046 3.907
21 H 3.875 6.744 3.440
22 H 4.326 6.781 1.953
23 C -1.938 -0.266 4.707
24 C -1.515 0.280 6.114
25 C -1.796 -0.850 7.132
26 O -3.192 -0.896 7.376
27 C -3.565 -2.030 8.224
28 N -0.098 0.531 6.058
29 H -1.477 -1.224 4.467
30 H -1.608 0.392 3.903
31 H -3.020 -0.397 4.688
32 H -2.065 1.193 6.340
33 H -1.249 -0.637 8.051
34 H -1.359 -1.745 6.689
35 H -3.587 -2.996 7.720
36 H -4.557 -1.815 8.624
37 H -3.040 -2.150 9.172
38 H 0.095 1.287 5.416
39 H 0.191 0.829 6.979
40 C 2.137 -3.061 -1.631
41 C 2.419 -4.596 -1.810
42 C 1.154 -5.300 -1.463
43 O 1.240 -6.663 -1.229
44 C -0.089 -7.196 -1.223
45 N 2.766 -4.869 -3.188
46 H 1.620 -2.625 -2.485
47 H 3.042 -2.463 -1.742
48 H 1.717 -2.794 -0.661
49 H 3.163 -4.925 -1.084
50 H 0.446 -5.147 -2.278
51 H 0.600 -4.955 -0.590
52 H 0.103 -8.254 -1.047
53 H -0.682 -7.074 -2.130
54 H -0.675 -6.781 -0.403
55 H 3.622 -4.497 -3.575
56 H 2.876 -5.872 -3.133
57 C -2.678 -2.704 0.739
58 C -2.497 -3.175 -0.714
59 C -3.015 -4.629 -0.947
60 O -2.980 -4.955 -2.278
61 C -3.518 -6.291 -2.448
62 N -2.930 -2.198 -1.648
63 H -2.042 -1.828 0.868
64 H -2.275 -3.528 1.330
65 H -3.732 -2.508 0.932
66 H -1.423 -3.046 -0.847
67 H -4.032 -4.755 -0.576
68 H -2.382 -5.342 -0.417
69 H -4.536 -6.392 -2.072
70 H -2.878 -6.960 -1.874
71 H -3.422 -6.686 -3.460
72 H -3.703 -1.865 -1.090
73 H -2.344 -1.376 -1.618
74 C 2.666 -0.366 -4.977
75 C 1.362 0.166 -5.494
76 C 0.559 -0.871 -6.293
77 O -0.726 -0.295 -6.560
78 C -1.109 -0.619 -7.891
79 N 0.591 0.695 -4.329
80 H 3.340 -0.531 -5.817
81 H 2.405 -1.320 -4.518
82 H 3.235 0.238 -4.270
83 H 1.489 1.035 -6.139
84 H 0.608 -1.760 -5.665
85 H 1.155 -1.108 -7.174
86 H -2.177 -0.420 -7.976
87 H -0.901 -1.682 -8.015
88 H -0.486 0.043 -8.494
89 H 1.228 1.171 -3.707
90 H 0.439 -0.065 -3.682
91 C 4.459 2.368 -0.280
92 C 4.626 0.878 -0.518
93 C 4.064 0.039 0.634
94 O 4.184 -1.350 0.308
95 C 4.601 -2.287 1.340
96 N 3.967 0.662 -1.739
97 H 4.806 2.898 -1.167
98 H 5.124 2.544 0.565
99 H 3.417 2.492 0.015
100 H 5.704 0.734 -0.586
101 H 3.050 0.359 0.874
102 H 4.708 0.270 1.482
103 H 4.669 -3.313 0.977
104 H 3.821 -2.250 2.100
105 H 5.587 -2.021 1.720
106 H 3.002 0.792 -1.471
107 H 4.080 -0.328 -1.907
108 C -1.966 4.618 -3.588
109 C -0.915 3.773 -3.009
110 C -0.493 4.080 -1.574
111 O 0.369 5.228 -1.466
112 C 0.302 5.890 -0.172
113 N -1.566 2.456 -3.180
114 H -2.810 4.759 -2.914
115 H -2.458 4.129 -4.429
116 H -1.587 5.536 -4.037
117 H -0.045 3.923 -3.648
118 H -0.009 3.200 -1.152
119 H -1.335 4.116 -0.883
120 H -0.644 5.826 0.366
121 H 0.308 6.967 -0.339
122 H 1.093 5.571 0.506
123 H -1.044 1.923 -2.500
124 H -2.400 2.693 -2.662
125 C -5.670 0.059 1.675
126 C -4.725 1.089 1.113
127 C -3.418 1.298 1.962
128 O -3.718 1.530 3.317
129 C -3.902 2.857 3.682
130 N -4.449 0.696 -0.282
131 H -6.070 0.364 2.642
132 H -5.017 -0.697 2.111
133 H -6.491 -0.413 1.135
134 H -5.299 2.001 0.951
135 H -2.709 2.081 1.693
136 H -2.915 0.333 1.903
137 H -4.840 3.280 3.321
138 H -3.086 3.496 3.344
139 H -3.956 2.769 4.767
140 H -4.841 1.335 -0.959
141 H -3.440 0.701 -0.331

Kohn-Sham gap (alpha / beta)   6.73 / 7.00 eV
2S+1   2
HOMO level (alpha / beta)   -7.661 / -7.662 eV
<S²>   0.78

These are the Mulliken partial charges, in e, on atoms 1 to 5: number 1, O, carries -0.610; number 2, V, carries 0.708; number 3, I, carries -0.666; number 4, O, carries -0.893; number 5, H, carries 0.398

(2)
12 unconnected molecules or ions with the total composition C32H90N2O12 at a distorted geometry. Source: the OMol25 dataset; level of theory: ωB97M-V/def2-TZVPD.

Positions of all 136 atoms, in Å:
1 C -4.448 0.804 -1.016
2 C -3.977 2.209 -0.625
3 C -3.840 2.322 0.925
4 O -2.707 2.415 -1.278
5 H -4.396 0.706 -2.100
6 H -5.453 0.641 -0.628
7 H -3.886 -0.028 -0.590
8 H -4.701 2.945 -0.975
9 H -3.144 1.652 1.429
10 H -4.820 2.242 1.395
11 H -3.375 3.299 1.057
12 H -2.170 1.666 -1.009
13 C -2.272 2.395 4.388
14 C -0.764 2.793 4.293
15 C 0.013 2.616 5.614
16 O -0.071 1.881 3.472
17 H -2.898 2.778 3.582
18 H -2.740 2.839 5.267
19 H -2.382 1.311 4.379
20 H -0.645 3.809 3.916
21 H 1.086 2.490 5.468
22 H -0.341 1.771 6.205
23 H -0.065 3.511 6.232
24 H -0.363 1.001 3.721
25 C -0.982 -4.602 0.404
26 C -0.278 -5.698 -0.413
27 C -0.443 -5.526 -1.958
28 O 1.128 -5.633 -0.207
29 H -2.065 -4.708 0.332
30 H -0.720 -3.602 0.061
31 H -0.842 -4.721 1.479
32 H -0.624 -6.676 -0.080
33 H -1.479 -5.710 -2.245
34 H 0.122 -6.203 -2.599
35 H -0.264 -4.491 -2.251
36 H 1.336 -5.978 0.665
37 C 4.452 -2.468 -2.364
38 C 3.373 -3.146 -1.439
39 C 2.832 -2.221 -0.359
40 O 2.186 -3.543 -2.145
41 H 5.379 -2.352 -1.802
42 H 4.125 -1.506 -2.759
43 H 4.763 -3.100 -3.196
44 H 3.787 -4.031 -0.956
45 H 2.366 -1.311 -0.738
46 H 3.734 -1.938 0.183
47 H 2.163 -2.712 0.349
48 H 1.656 -4.107 -1.577
49 C -3.570 1.131 -5.895
50 C -2.172 0.540 -5.545
51 C -1.608 1.034 -4.174
52 O -2.213 -0.883 -5.532
53 H -3.909 0.798 -6.876
54 H -3.573 2.217 -5.803
55 H -4.384 0.873 -5.217
56 H -1.467 0.802 -6.334
57 H -1.460 2.113 -4.149
58 H -0.664 0.510 -4.025
59 H -2.236 0.687 -3.353
60 H -2.343 -1.192 -6.431
61 C -5.752 -0.734 2.504
62 C -5.005 -1.957 2.288
63 C -3.519 -1.819 2.108
64 O -5.207 -2.829 3.352
65 H -5.916 -0.224 1.554
66 H -5.097 0.000 2.973
67 H -6.685 -0.787 3.065
68 H -5.404 -2.426 1.388
69 H -3.258 -1.429 1.124
70 H -3.006 -2.780 2.073
71 H -3.056 -1.257 2.919
72 H -5.112 -3.751 3.105
73 C 1.509 -1.232 4.109
74 C 0.188 -1.743 4.721
75 C 0.270 -2.109 6.217
76 O -0.816 -0.771 4.547
77 H 1.760 -0.236 4.474
78 H 1.339 -1.087 3.042
79 H 2.390 -1.854 4.266
80 H -0.146 -2.590 4.121
81 H -0.630 -2.596 6.592
82 H 0.318 -1.196 6.811
83 H 1.180 -2.689 6.371
84 H -1.608 -1.238 4.823
85 C -2.720 -2.331 -2.487
86 O -3.545 -1.500 -3.312
87 H -1.925 -1.757 -2.012
88 H -3.240 -2.944 -1.752
89 H -2.270 -3.102 -3.112
90 H -3.068 -1.230 -4.100
91 C -0.341 0.031 0.369
92 O -0.727 0.383 -0.961
93 H 0.609 0.534 0.548
94 H -1.059 0.332 1.133
95 H -0.094 -1.021 0.507
96 H 0.051 0.657 -1.453
97 C 0.483 4.054 1.013
98 O 1.283 3.703 2.066
99 H -0.509 4.449 1.235
100 H 1.008 4.785 0.399
101 H 0.458 3.230 0.301
102 H 0.730 3.132 2.604
103 C 3.409 0.662 2.277
104 C 4.295 1.852 1.748
105 C 3.934 2.141 0.299
106 O 4.028 1.090 -0.621
107 C 5.379 0.782 -1.008
108 N 3.985 2.967 2.649
109 H 3.596 0.422 3.324
110 H 3.464 -0.187 1.597
111 H 2.384 1.031 2.258
112 H 5.336 1.540 1.822
113 H 4.439 3.027 -0.087
114 H 2.879 2.413 0.271
115 H 5.948 0.316 -0.203
116 H 5.902 1.702 -1.267
117 H 5.314 0.211 -1.934
118 H 4.464 3.818 2.392
119 H 3.030 3.277 2.545
120 C 0.863 3.165 -2.848
121 C 1.648 2.048 -3.424
122 C 3.000 2.549 -3.989
123 O 3.826 1.453 -4.389
124 C 5.065 1.923 -4.870
125 N 1.750 1.026 -2.363
126 H -0.132 3.000 -2.435
127 H 0.846 3.933 -3.621
128 H 1.464 3.569 -2.033
129 H 1.148 1.603 -4.284
130 H 3.460 3.068 -3.149
131 H 2.803 3.261 -4.790
132 H 5.759 1.083 -4.905
133 H 5.467 2.672 -4.188
134 H 4.985 2.290 -5.893
135 H 2.523 1.298 -1.772
136 H 2.128 0.203 -2.811

Kohn-Sham gap   9.11 eV
Structure (SMILES)   COC[C@H](C)N.COC[C@H](C)N.CC(C)O.CC(C)O.CC(C)O.CC(C)O.CC(C)O.CC(C)O.CC(C)O.CO.CO.CO
ΔE to the lowest compared entry with this formula, charge and spin   0.0 kJ/mol
HOMO level   -8.771 eV

These are the Mulliken partial charges, in e, on atoms 1 to 5: number 1, C, carries -0.648; number 2, C, carries 0.290; number 3, C, carries -0.880; number 4, O, carries -0.425; number 5, H, carries 0.114

(3)
12 unconnected molecules or ions with the total composition C32H90N2O18 at a distorted geometry. Source: the OMol25 dataset; level of theory: ωB97M-V/def2-TZVPD.

Positions of all 142 atoms, in Å:
1 C 16.394 10.259 14.028
2 C 15.169 9.334 13.854
3 C 14.925 8.532 15.114
4 O 14.038 10.100 13.533
5 H 17.304 9.595 14.205
6 H 16.273 10.964 14.863
7 H 16.611 10.814 13.148
8 H 15.287 8.758 12.953
9 H 14.044 7.925 15.011
10 H 14.917 9.235 16.017
11 H 15.819 7.917 15.293
12 H 13.724 10.576 14.288
13 C 17.719 15.347 9.625
14 C 17.672 16.914 9.649
15 C 16.503 17.449 10.498
16 O 18.913 17.334 10.258
17 H 16.788 15.009 9.232
18 H 17.846 14.997 10.631
19 H 18.572 15.075 9.027
20 H 17.702 17.328 8.625
21 H 16.611 18.558 10.593
22 H 16.591 17.148 11.506
23 H 15.569 17.142 10.074
24 H 19.405 16.663 10.751
25 C 17.961 14.526 16.183
26 C 17.145 15.726 16.507
27 C 17.907 16.908 17.056
28 O 16.468 16.085 15.277
29 H 18.630 14.834 15.413
30 H 17.361 13.739 15.787
31 H 18.590 14.137 16.981
32 H 16.356 15.374 17.247
33 H 18.298 16.766 18.104
34 H 17.194 17.718 17.139
35 H 18.727 17.204 16.357
36 H 15.723 16.695 15.510
37 C 15.496 13.287 12.157
38 C 14.774 14.579 12.695
39 C 13.339 14.800 12.332
40 O 14.839 14.650 14.071
41 H 15.139 12.314 12.524
42 H 16.606 13.379 12.303
43 H 15.378 13.309 11.082
44 H 15.285 15.408 12.200
45 H 13.090 14.766 11.203
46 H 12.959 15.736 12.695
47 H 12.761 13.972 12.680
48 H 15.731 14.887 14.400
49 C 11.863 13.391 7.947
50 C 13.078 13.397 8.836
51 O 14.159 13.006 8.033
52 O 12.138 14.135 6.764
53 H 10.976 13.863 8.449
54 H 11.499 12.397 7.602
55 H 12.877 12.706 9.673
56 H 13.273 14.395 9.288
57 H 14.881 12.731 8.556
58 H 13.090 13.880 6.628
59 C 12.803 12.365 16.621
60 C 11.974 13.453 16.123
61 O 12.701 14.671 16.047
62 O 13.811 12.037 15.583
63 H 12.135 11.475 16.565
64 H 13.383 12.374 17.565
65 H 11.150 13.680 16.796
66 H 11.435 13.266 15.235
67 H 13.387 14.681 15.345
68 H 14.318 12.861 15.331
69 C 12.367 17.181 8.555
70 C 13.695 17.113 7.776
71 O 13.509 16.872 6.366
72 O 12.607 17.051 9.917
73 H 11.729 16.298 8.257
74 H 11.832 18.121 8.419
75 H 14.331 16.375 8.300
76 H 14.104 18.076 7.912
77 H 13.047 15.975 6.375
78 H 12.605 17.926 10.353
79 C 10.608 18.696 12.301
80 C 9.793 17.824 11.318
81 O 10.250 16.539 11.359
82 O 11.914 18.943 11.735
83 H 10.744 18.221 13.262
84 H 10.085 19.613 12.447
85 H 9.816 18.235 10.320
86 H 8.755 17.861 11.625
87 H 11.108 16.521 10.851
88 H 12.384 19.592 12.234
89 C 7.980 13.655 11.870
90 C 9.302 13.539 12.595
91 O 9.522 12.128 12.998
92 O 6.859 13.391 12.770
93 H 7.939 12.881 11.110
94 H 7.818 14.629 11.362
95 H 9.456 14.260 13.395
96 H 10.149 13.631 11.907
97 H 8.677 11.803 13.311
98 H 6.687 14.135 13.360
99 C 11.696 8.201 11.518
100 C 11.532 9.673 11.244
101 O 12.727 10.475 11.218
102 O 12.337 7.382 10.636
103 H 10.650 7.881 11.581
104 H 12.117 8.159 12.542
105 H 10.917 10.052 12.080
106 H 10.953 9.838 10.339
107 H 13.134 10.372 12.123
108 H 13.043 7.928 10.212
109 C 14.908 18.392 13.330
110 C 14.518 18.924 14.702
111 C 13.247 19.777 14.633
112 O 13.261 20.576 13.529
113 C 13.312 21.987 13.777
114 N 14.362 17.823 15.698
115 H 14.099 17.839 12.830
116 H 15.760 17.735 13.519
117 H 15.273 19.190 12.639
118 H 15.396 19.481 15.022
119 H 13.043 20.291 15.557
120 H 12.437 18.951 14.554
121 H 12.379 22.273 14.184
122 H 13.415 22.504 12.878
123 H 14.162 22.233 14.346
124 H 13.487 17.363 15.448
125 H 14.193 18.368 16.502
126 C 8.954 16.479 16.522
127 C 9.896 17.648 16.592
128 C 9.372 18.716 17.545
129 O 9.282 18.044 18.765
130 C 8.661 18.626 19.861
131 N 11.229 17.272 17.018
132 H 8.946 16.018 17.498
133 H 9.349 15.732 15.865
134 H 7.951 16.719 16.199
135 H 10.066 18.186 15.582
136 H 8.413 19.192 17.295
137 H 10.091 19.578 17.671
138 H 7.643 18.943 19.686
139 H 9.157 19.598 20.060
140 H 8.660 18.004 20.744
141 H 11.477 16.420 16.503
142 H 11.169 16.985 17.986

Kohn-Sham gap   9.73 eV
Structure (SMILES)   COC[C@H](C)N.COC[C@H](C)N.CC(C)O.CC(C)O.CC(C)O.CC(C)O.OCCO.OCCO.OCCO.OCCO.OCCO.OCCO
HOMO level   -9.380 eV

These are the Mulliken partial charges, in e, on atoms 1 to 5: number 1, C, carries -1.109; number 2, C, carries 0.431; number 3, C, carries -1.346; number 4, O, carries -0.395; number 5, H, carries 0.440

Number 1: E_tot -100804.71620 eV. Number 2: E_tot -62190.47616 eV. Number 3: E_tot -74473.99342 eV.